No. 1
This record from OMol25 describes a cluster of 4 separate species, C3H12O4S in total in a non-equilibrium geometry. The level of theory is ωB97M-V/def2-TZVPD.

The HOMO energy is -0.3245 Eh. As for the SMILES: O=CCCS.O.O.O. For the LUMO energy, the calculation gives 0.296 eV. As for the energy relative to the best compared isomer or geometry (same formula, charge and spin): 9.3 kcal per mole.

Last column: Löwdin charge in e.
Positions of all 20 atoms, in Å:
1 O 2.546 -0.219 -1.734  0.05
2 C 2.615 -0.128 -0.532  -0.26
3 C 1.432 -0.398 0.341  -0.25
4 C 0.497 -1.451 -0.189  -0.59
5 S -0.502 -2.269 1.065  0.72
6 H 3.602 0.070 -0.079  0.12
7 H 0.902 0.568 0.419  0.12
8 H 1.695 -0.594 1.385  0.10
9 H -0.065 -1.031 -1.024  0.05
10 H 1.054 -2.224 -0.732  0.08
11 H -0.502 -3.504 0.614  -0.17
12 H -1.016 3.375 -0.496  0.05
13 H -1.899 2.319 0.218  0.02
14 O -1.507 2.563 -0.617  -0.03
15 H -0.996 1.414 -2.075  0.01
16 H 0.095 0.723 -2.835  0.02
17 O -0.764 0.538 -2.467  -0.07
18 H -3.168 2.359 3.212  0.06
19 H -1.748 2.353 3.433  0.03
20 O -2.335 2.420 2.685  -0.06

---

No. 2
This record from OMol25 describes the molecule C9H12N6OS2 in a non-equilibrium geometry. The level of theory is ωB97M-V/def2-TZVPD.

The HOMO energy is -0.3059 Eh. As for the SMILES: Cc1cnc(NC(=O)CSc2nnc(C)n2N)s1. For the LUMO energy, the calculation gives 0.333 eV. As for the energy relative to the best compared isomer or geometry (same formula, charge and spin): 8.8 kcal per mole.

Last column: Löwdin charge in e.
Positions of all 30 atoms, in Å:
1 C 0.894 5.077 -2.230  -0.11
2 C 0.868 4.040 -1.169  -0.58
3 C -0.079 3.102 -0.913  -0.18
4 N 0.158 2.275 0.136  0.02
5 C 1.274 2.538 0.711  -0.62
6 N 1.819 1.906 1.794  0.10
7 C 1.382 0.800 2.492  -0.53
8 O 2.009 0.419 3.449  0.09
9 C 0.138 0.130 1.980  -0.35
10 H -0.638 0.853 1.733  0.08
11 H -0.216 -0.617 2.690  0.08
12 S 0.544 -0.771 0.446  0.98
13 C -0.589 -2.078 0.625  -0.64
14 N -1.420 -2.297 1.604  0.01
15 N -2.105 -3.418 1.309  0.05
16 C -1.704 -3.870 0.159  -0.37
17 N -0.722 -3.046 -0.335  -0.12
18 N -0.059 -3.176 -1.549  0.10
19 H 0.051 -2.256 -1.971  0.08
20 H 0.869 -3.573 -1.407  0.10
21 C -2.174 -5.077 -0.549  -0.02
22 H -2.315 -4.853 -1.604  0.07
23 H -1.437 -5.875 -0.464  0.08
24 H -3.107 -5.409 -0.105  0.08
25 H 2.683 2.301 2.150  0.15
26 S 2.164 3.881 -0.013  1.08
27 H -0.988 2.970 -1.469  0.12
28 H -0.006 5.002 -2.837  0.08
29 H 1.765 4.949 -2.872  0.08
30 H 0.944 6.073 -1.793  0.08